(1)
Below is a 11-piece molecular cluster, C20H67N5O11 overall, with properties calculated with wB97M-V/def2-TZVPD.

```
103
Properties=species:S:1:pos:R:3:forces:R:3
C 5.648 4.549 -0.018 0.82 -1.47 0.87
O 5.684 5.128 1.297 -0.90 0.06 -0.21
C 6.930 4.939 1.957 0.47 1.35 -0.07
C 7.008 5.384 3.470 -0.16 -0.13 0.44
C 6.365 6.718 3.780 -0.71 0.81 -0.11
N 8.399 5.524 4.020 -1.16 -0.77 -1.21
H 4.676 4.467 -0.506 -0.23 0.90 0.58
H 5.917 3.502 0.124 0.14 -0.42 -0.09
H 6.393 4.900 -0.731 0.04 0.74 0.15
H 7.287 3.919 1.818 0.02 -0.25 0.18
H 7.607 5.617 1.437 0.66 -0.03 -0.14
H 6.515 4.607 4.054 -0.02 -0.02 0.15
H 6.651 7.498 3.074 -0.12 -0.13 -0.51
H 6.684 7.167 4.720 0.23 -0.65 0.28
H 5.277 6.683 3.843 -0.01 -0.08 -0.38
H 8.881 4.664 3.801 0.45 -0.20 0.07
H 8.816 6.234 3.436 0.49 0.26 0.00
C -4.945 -6.023 0.895 -0.18 1.46 2.06
O -5.014 -6.917 -0.102 0.08 -1.87 -1.68
C -6.295 -7.116 -0.682 0.96 0.27 -0.83
C -6.014 -7.769 -2.043 -0.01 0.92 -0.56
C -5.041 -6.975 -2.991 0.94 -0.36 1.77
N -7.237 -7.944 -2.847 0.18 -0.12 -0.16
H -5.426 -6.351 1.816 -0.61 -0.20 0.19
H -5.408 -5.085 0.590 0.09 0.45 0.16
H -3.925 -5.865 1.245 0.26 0.09 -0.62
H -6.960 -7.660 -0.012 0.01 -0.41 -0.10
H -6.773 -6.158 -0.884 -0.07 0.43 0.08
H -5.581 -8.760 -1.904 0.03 0.00 0.21
H -5.383 -5.998 -3.333 -0.67 -0.32 -0.33
H -4.769 -7.694 -3.764 -0.20 0.42 -0.48
H -4.094 -6.710 -2.521 0.13 -0.29 0.34
H -6.794 -7.937 -3.754 -0.48 -0.96 -0.74
H -7.686 -7.047 -2.964 -0.46 0.49 0.70
C 5.934 -7.670 6.267 0.03 -0.21 -1.39
O 5.608 -6.807 5.144 -0.55 0.10 1.41
C 4.176 -6.692 4.910 1.70 -0.68 -0.84
C 3.971 -5.698 3.754 0.27 1.46 1.19
C 4.465 -4.294 4.205 -0.28 -0.41 0.14
N 2.537 -5.596 3.425 0.37 -0.36 0.27
H 5.490 -8.650 6.092 -0.11 -0.23 -0.04
H 5.638 -7.382 7.276 -0.26 0.75 -0.16
H 7.015 -7.807 6.246 -0.05 0.18 0.00
H 3.887 -7.701 4.616 -0.58 -0.17 -0.10
H 3.651 -6.427 5.828 -0.13 0.36 -0.07
H 4.518 -5.928 2.839 0.44 -0.68 0.28
H 4.053 -4.028 5.178 -0.45 -0.04 -0.05
H 4.116 -3.569 3.469 0.21 0.18 0.05
H 5.539 -4.213 4.373 0.07 -0.25 -0.52
H 2.220 -6.551 3.336 -0.45 -0.21 -0.05
H 2.493 -5.228 2.485 -0.25 0.23 -0.14
C 0.194 2.008 2.297 -0.61 -0.05 -0.38
O -0.915 1.288 1.728 -0.23 0.09 0.62
C -0.815 1.079 0.328 1.30 -2.02 -0.34
C -1.922 0.065 -0.236 -0.04 1.97 0.24
C -1.803 -0.347 -1.721 0.89 0.04 0.35
N -3.149 0.823 -0.065 -1.46 -0.20 -0.16
H 0.132 2.038 3.385 -0.47 -0.32 -0.06
H 0.172 3.048 1.972 0.16 0.09 -0.25
H 1.154 1.552 2.058 0.04 -0.09 -0.31
H -0.798 2.025 -0.212 -0.56 0.16 -0.22
H 0.183 0.664 0.184 0.34 -0.31 -0.35
H -2.066 -0.862 0.319 0.76 0.22 0.56
H -2.131 -1.371 -1.904 -0.42 0.12 0.23
H -0.758 -0.380 -2.030 0.15 0.28 -0.06
H -2.346 0.325 -2.385 0.05 0.03 0.04
H -3.314 1.441 -0.847 0.06 0.06 -0.06
H -3.132 1.392 0.769 0.04 -0.10 0.17
C -0.883 6.855 -4.431 1.56 -0.53 0.40
O -1.408 7.059 -3.122 -1.37 0.67 -1.95
C -2.629 7.799 -3.357 0.21 -0.05 3.42
C -3.211 8.168 -1.971 0.88 -0.61 0.95
C -3.693 7.015 -1.155 -0.21 -1.29 0.60
N -4.371 8.953 -2.130 -1.51 2.17 -1.34
H -1.340 6.076 -5.042 -0.65 -0.14 0.31
H 0.145 6.526 -4.282 0.12 0.08 -0.10
H -0.864 7.761 -5.037 -0.06 0.25 0.15
H -2.392 8.768 -3.797 -0.14 -0.24 -0.84
H -3.406 7.179 -3.802 0.19 0.20 -0.77
H -2.539 8.776 -1.365 1.06 -0.38 -0.19
H -4.336 6.391 -1.777 0.26 -0.38 -0.16
H -4.396 7.334 -0.386 0.18 0.39 0.19
H -2.932 6.433 -0.635 0.12 -0.12 -0.37
H -4.057 9.785 -2.609 -0.34 0.40 -0.71
H -4.630 9.370 -1.248 -0.29 -0.42 0.42
O -0.068 0.667 -7.867 0.10 -0.01 0.23
H 0.261 0.264 -8.670 0.13 -0.12 -0.19
H -0.884 1.094 -8.129 -0.21 0.13 -0.02
O -7.230 1.135 -7.376 -0.12 -0.17 0.02
H -6.303 1.099 -7.612 0.23 -0.06 -0.05
H -7.434 2.070 -7.344 -0.11 0.23 0.03
O -7.909 -1.375 0.283 -0.16 -0.10 -0.17
H -8.056 -1.521 1.218 -0.07 -0.05 0.23
H -7.086 -0.887 0.243 0.26 0.15 -0.06
O 3.835 -0.123 -5.286 0.23 0.07 -0.10
H 2.936 0.016 -5.583 -0.25 0.07 -0.12
H 3.745 -0.631 -4.479 -0.01 -0.16 0.24
O -0.560 -1.981 4.981 -0.11 -0.05 0.21
H -0.058 -2.511 4.363 0.15 -0.22 -0.13
H -0.503 -1.090 4.635 -0.04 0.25 -0.10
O 3.396 -3.214 -2.079 -0.14 0.22 0.06
H 3.118 -4.003 -2.544 -0.12 -0.20 -0.13
H 4.348 -3.294 -2.017 0.27 0.01 0.05
```
Positions in Å, forces in eV/Å.

Calculated values
energy above the lowest of the compared OMol25 structures with the same formula, charge and spin: 105.7 kcal/mol
SMILES: COC[C@H](C)N.COC[C@H](C)N.COC[C@H](C)N.COC[C@H](C)N.COC[C@H](C)N.O.O.O.O.O.O

(2)
Below is a 3-piece molecular cluster, H6O3 overall, with properties calculated with wB97M-V/def2-TZVPD.

```
9
Properties=species:S:1:pos:R:3:forces:R:3
O -0.288 1.793 1.180 0.01 -0.14 -0.10
H -0.104 1.549 2.087 0.20 0.01 0.34
H -0.972 2.460 1.245 -0.22 0.21 -0.10
O -0.104 -0.917 0.468 0.22 -0.50 -0.06
H -0.759 -1.501 0.851 -0.10 -0.27 -0.03
H -0.410 -0.037 0.689 -0.05 0.72 -0.09
O 0.758 -0.835 -2.416 0.05 0.12 -0.45
H 1.266 -1.617 -2.632 0.12 -0.14 -0.09
H 0.614 -0.895 -1.472 -0.23 0.00 0.59
```
Positions in Å, forces in eV/Å.

Calculated values
energy above the lowest of the compared OMol25 structures with the same formula, charge and spin: 6.7 kcal/mol
SMILES: O.O.O

(3)
Below is a 3-piece molecular cluster, CH6O4 overall, with properties calculated with wB97M-V/def2-TZVPD.

```
11
Properties=species:S:1:pos:R:3:forces:R:3
O 0.993 0.434 -1.193 0.68 -0.15 0.43
C 0.685 -0.711 -1.263 -1.49 -0.66 -0.71
O -0.600 -1.107 -1.151 -0.14 0.47 0.14
H 1.293 -1.572 -1.519 0.96 -0.03 0.09
H -0.724 -2.019 -1.440 0.18 -0.04 0.15
O -0.860 -1.310 5.202 -0.92 -0.02 -0.13
H -0.478 -1.933 5.833 0.56 0.57 -0.45
H -0.242 -0.731 4.742 0.36 -0.55 0.58
O -0.077 2.633 -2.383 -0.09 -0.53 -1.19
H -0.163 3.348 -1.753 0.39 -0.57 0.51
H 0.352 1.801 -2.077 -0.50 1.52 0.57
```
Positions in Å, forces in eV/Å.

Calculated values
energy above the lowest of the compared OMol25 structures with the same formula, charge and spin: 25.0 kcal/mol
SMILES: O=CO.O.O

(4)
Below is C36H31FeNO7PS2 as an isolated structure, with properties calculated with wB97M-V/def2-TZVPD.

```
79
Properties=species:S:1:pos:R:3:forces:R:3
Fe 0.547 0.851 -0.542 0.35 0.61 -0.47
C 4.930 -2.798 -5.928 0.10 0.39 0.22
C 3.766 -3.516 -5.620 0.48 -0.76 -1.08
C 2.868 -3.015 -4.695 0.56 0.53 0.25
C 3.223 -1.876 -3.944 1.09 -0.72 -0.12
C 4.464 -1.204 -4.119 -0.68 -1.65 -1.28
C 5.271 -1.645 -5.199 0.20 0.71 -0.09
P 2.101 -1.213 -2.731 -0.60 2.64 -0.18
C 1.401 -3.388 -1.160 -0.96 -1.75 0.00
C 2.631 -4.043 -1.033 0.39 -0.05 0.74
C 2.837 -4.824 0.144 0.78 1.02 -1.97
C 1.797 -5.009 1.011 -0.08 -0.48 -0.10
C 0.499 -4.680 0.621 -1.04 0.09 1.38
C 0.269 -3.844 -0.453 1.53 -0.25 0.96
C 2.970 -0.856 -1.232 3.03 -0.37 -0.06
C 4.313 -1.273 -1.007 -0.75 -1.92 -1.30
C 4.996 -0.744 0.008 1.21 1.19 2.74
C 4.355 0.220 0.851 1.16 -0.03 1.52
C 3.019 0.526 0.764 1.49 -0.84 0.22
C 2.396 -0.002 -0.343 -2.97 0.93 -0.72
H 5.559 -3.140 -6.765 -0.23 0.23 0.56
H 3.632 -4.485 -6.183 -0.30 1.21 0.76
H 1.902 -3.467 -4.500 0.18 -0.21 -0.13
H 4.727 -0.442 -3.398 0.19 0.29 -0.43
H 6.148 -1.029 -5.542 -0.81 -0.84 0.67
H 3.412 -3.956 -1.827 -0.69 0.19 0.99
H 3.836 -5.227 0.321 -0.35 0.08 0.10
H 2.025 -5.470 1.959 -0.35 -0.30 0.14
H -0.318 -5.018 1.290 0.41 0.38 -0.62
H -0.680 -3.454 -0.771 -0.30 -0.09 0.37
H 4.791 -2.147 -1.517 -0.59 1.00 0.01
H 5.992 -1.159 0.315 -0.90 0.72 -0.47
H 4.881 0.661 1.716 0.22 -0.37 -0.54
H 2.485 1.087 1.540 0.37 0.03 -0.48
S -0.263 -2.711 -3.127 -1.08 -0.18 -0.88
C 1.056 -2.500 -2.230 0.07 -0.95 -1.03
O 1.317 5.595 -1.805 0.79 1.42 0.53
C 1.593 5.767 -0.492 1.19 -1.13 -0.39
C 2.389 6.882 -0.062 -1.84 -0.81 0.47
C 2.377 7.103 1.330 1.33 0.28 -1.23
C 1.863 6.205 2.234 -1.00 -0.45 -0.15
C 1.240 5.062 1.787 -0.37 -0.88 -0.85
C 1.236 4.713 0.418 0.45 2.20 0.12
C 0.897 3.365 -0.050 -2.66 -2.04 -2.20
O 0.569 2.474 0.814 0.76 0.92 -0.60
O 0.754 3.054 -1.341 1.05 1.35 3.40
H 0.936 4.714 -1.930 -0.15 -1.05 0.01
H 2.858 7.525 -0.825 -0.47 -0.21 0.66
H 2.855 7.965 1.758 0.32 0.40 -0.17
H 1.890 6.385 3.285 -0.04 0.37 0.48
H 0.624 4.451 2.438 0.68 -0.35 0.20
C -6.826 2.624 5.311 -2.00 -1.45 0.44
C -6.428 1.383 4.557 2.03 -0.19 1.18
C -5.351 0.577 5.100 -1.18 0.02 -1.97
C -4.731 -0.325 4.205 -1.08 0.40 0.51
C -5.225 -0.485 2.912 -0.29 -0.09 0.18
C -6.378 0.205 2.498 0.82 -2.38 -1.54
C -6.996 1.092 3.311 -0.05 0.76 0.62
S -4.468 -1.728 1.830 1.19 0.20 0.38
O -3.665 -2.619 2.703 -1.39 1.83 -1.89
O -5.515 -2.233 0.969 0.32 -0.03 0.59
N -3.486 -0.786 0.868 1.69 -1.15 1.17
C -3.853 -0.337 -0.505 -0.51 -0.82 1.85
C -2.889 -0.731 -1.573 -0.08 0.66 -1.72
C -1.516 -0.112 -1.370 2.08 -1.90 1.52
O -0.787 -0.729 -0.446 -1.75 1.33 -1.18
O -1.029 0.870 -1.997 -1.47 -1.16 0.72
H -7.117 2.318 6.336 0.37 0.47 -0.23
H -7.765 2.884 4.821 -0.04 0.82 0.22
H -6.138 3.458 5.331 0.28 -0.11 -0.18
H -5.115 0.584 6.179 0.13 0.41 -0.88
H -3.953 -0.983 4.518 0.53 -0.25 0.26
H -6.821 -0.105 1.533 0.30 0.39 0.59
H -7.927 1.525 2.928 0.46 0.34 0.51
H -2.452 -0.861 1.121 -1.78 0.12 -0.70
H -3.781 0.719 -0.503 -0.55 1.36 0.28
H -4.906 -0.677 -0.583 0.76 0.26 -0.71
H -3.192 -0.209 -2.477 -0.59 -0.10 -0.28
H -2.924 -1.790 -1.809 0.64 -0.22 0.27
```
Positions in Å, forces in eV/Å.

Calculated values
multiplicity: 5
DFT total energy: -4373.3227 hartree
total charge: -1
expectation value of S²: 6.01

(5)
Below is a 2-piece molecular cluster, C3H8O2S overall, with properties calculated with wB97M-V/def2-TZVPD.

```
14
Properties=species:S:1:pos:R:3:forces:R:3
O 2.645 0.532 -0.773 -0.21 -0.16 -0.01
C 2.233 1.569 -1.186 0.26 0.03 0.20
O 1.592 2.504 -0.433 -0.64 -0.20 -0.54
H 2.347 1.891 -2.225 0.12 0.28 -0.05
H 0.955 2.044 0.138 0.52 0.09 0.33
C -2.074 -1.080 0.455 0.25 0.07 0.16
C -0.602 -1.003 0.065 -0.28 -0.32 -0.12
S 0.549 -1.172 1.455 -0.03 0.02 0.09
H -2.726 -1.070 -0.414 0.02 0.06 -0.22
H -2.377 -0.259 1.109 0.03 -0.17 0.09
H -2.207 -2.043 0.950 -0.26 0.18 0.22
H -0.422 -1.883 -0.557 0.36 0.23 -0.11
H -0.332 -0.111 -0.498 -0.12 -0.07 -0.13
H 0.419 0.080 1.914 -0.03 -0.04 0.08
```
Positions in Å, forces in eV/Å.

Calculated values
energy above the lowest of the compared OMol25 structures with the same formula, charge and spin: 15.9 kcal/mol
SMILES: O=CO.CCS

(6)
Below is C4H12BNTb as an isolated structure, with properties calculated with wB97M-V/def2-TZVPD.

```
19
Properties=species:S:1:pos:R:3:forces:R:3
B 2.603 -1.210 -0.171 0.48 -0.22 -0.08
C 2.108 0.295 -0.228 -0.15 -0.53 0.14
C 0.678 0.491 -0.712 0.68 0.14 0.57
C -0.376 0.266 0.368 -0.46 -0.92 -1.84
C -1.723 -0.193 -0.308 -0.31 0.67 0.45
N -2.909 0.325 0.403 1.35 -0.27 1.92
H 3.138 -1.656 0.789 -0.04 0.13 0.09
H 2.455 -1.933 -1.100 -0.27 0.14 -0.08
H 2.753 0.775 -0.963 0.29 0.06 -0.19
H 2.287 0.834 0.703 -0.02 0.27 0.25
H 0.539 1.529 -1.021 -0.26 0.19 -0.21
H 0.427 -0.131 -1.565 -0.03 -0.24 -0.18
H -0.541 1.269 0.906 1.22 0.45 -3.57
H -0.058 -0.530 1.130 0.43 0.45 0.18
H -1.746 -1.273 -0.414 0.31 -0.31 0.03
H -1.674 0.236 -1.297 -0.22 0.23 -0.29
H -3.179 -0.309 1.159 -0.49 -0.57 -0.43
H -3.744 0.338 -0.187 -0.08 0.73 -0.03
Tb -1.037 0.877 2.508 -2.42 -0.41 3.27
```
Positions in Å, forces in eV/Å.

Calculated values
multiplicity: 7
DFT total energy: -1062.2239 hartree
total charge: +3
expectation value of S²: 12.71